A cluster of 4 separate species, C33H56Br2N3O9P in total in a non-equilibrium geometry, computed with the ωB97M-V functional and the def2-TZVPD basis.

The electronic energy is -207398.987 eV. Its molar mass is 829.605 g mol⁻¹. The value obtained for the HOMO energy is -0.2905 Eh. The HOMO-LUMO gap is 7.40 eV.

Each line ends with the Löwdin charge.
Geometry (Å):
C (1.07, -2.04, 4.33)  -0.13
C (-0.38, -2.10, 3.86)  -0.28
C (-0.86, -3.34, 3.08)  -0.63
Br (0.62, -4.33, 2.25)  0.76
C (-1.96, -3.07, 2.03)  -0.29
C (-1.62, -1.99, 1.05)  -0.19
P (-0.39, -2.02, -0.35)  0.80
N (-1.00, -2.76, -1.59)  -0.25
N (-2.38, -0.96, 1.18)  0.02
C (-2.31, 0.27, 0.41)  -0.05
C (-1.23, 1.28, 0.89)  -0.35
C (-1.78, 2.47, 1.69)  -0.03
O (-0.24, 0.58, 1.63)  -0.16
C (1.03, 1.23, 1.63)  -0.14
C (1.99, 0.64, 0.63)  -0.22
C (2.42, 1.40, -0.45)  -0.04
C (3.27, 0.86, -1.39)  -0.06
C (3.71, -0.44, -1.26)  -0.07
C (3.30, -1.20, -0.17)  -0.08
C (2.45, -0.66, 0.76)  -0.09
C (-3.49, -1.13, 2.15)  -0.24
C (-3.71, -0.04, 3.17)  -0.16
C (-5.17, -0.05, 3.65)  -0.20
C (-5.96, 1.08, 3.00)  -0.28
N (-5.94, 0.92, 1.54)  0.02
C (-3.34, -2.60, 2.59)  -0.55
Br (-3.60, -2.91, 4.49)  0.92
C (-4.47, -3.39, 1.76)  -0.72
O (-5.40, -3.90, 2.37)  -0.02
O (-4.19, -3.29, 0.53)  -0.04
H (1.12, -1.46, 5.26)  0.08
H (1.48, -3.02, 4.55)  0.05
H (1.71, -1.52, 3.62)  0.04
H (-0.60, -1.20, 3.28)  0.09
H (-1.01, -2.06, 4.74)  0.07
H (-1.30, -4.06, 3.77)  0.06
H (-2.13, -3.97, 1.44)  0.14
H (0.72, -2.60, 0.22)  -0.06
H (-0.05, -0.68, -0.54)  0.02
H (-1.09, -2.16, -2.40)  -0.03
H (-3.30, 0.74, 0.49)  0.12
H (-2.16, 0.02, -0.63)  0.12
H (-0.77, 1.68, -0.01)  0.14
H (-1.66, 2.27, 2.76)  0.09
H (-2.84, 2.63, 1.50)  0.08
H (-1.25, 3.38, 1.45)  0.08
H (0.90, 2.29, 1.40)  0.12
H (1.42, 1.18, 2.65)  0.14
H (2.08, 2.42, -0.55)  0.11
H (3.59, 1.46, -2.24)  0.11
H (4.36, -0.88, -2.01)  0.07
H (3.64, -2.22, -0.05)  0.11
H (2.14, -1.28, 1.60)  0.09
H (-4.37, -1.09, 1.50)  0.14
H (-3.56, 0.92, 2.67)  0.07
H (-3.00, -0.11, 4.00)  0.10
H (-5.63, -1.00, 3.37)  0.10
H (-5.23, 0.00, 4.74)  0.11
H (-6.98, 1.08, 3.40)  0.11
H (-5.53, 2.05, 3.24)  0.11
H (-6.38, 0.03, 1.32)  0.08
H (-6.58, 1.61, 1.15)  0.03
O (5.28, -0.96, -4.14)  0.08
C (5.44, -2.15, -4.16)  -0.52
O (6.66, -2.60, -4.46)  -0.01
C (7.05, -3.98, -4.36)  -0.22
C (6.69, -4.76, -5.61)  -0.06
C (4.31, -3.12, -3.92)  0.03
H (6.64, -4.43, -3.46)  0.12
H (8.13, -3.94, -4.24)  0.13
H (5.61, -4.80, -5.76)  0.07
H (7.06, -5.78, -5.53)  0.08
H (7.14, -4.29, -6.49)  0.08
H (3.77, -3.24, -4.86)  0.10
H (3.63, -2.70, -3.19)  0.08
H (4.63, -4.10, -3.58)  0.08
O (9.99, -1.32, -3.60)  0.10
C (9.67, -0.18, -3.83)  -0.52
O (10.63, 0.66, -4.27)  0.00
C (10.33, 1.99, -4.71)  -0.24
C (10.26, 2.97, -3.56)  -0.07
C (8.27, 0.32, -3.59)  0.02
H (9.42, 2.01, -5.31)  0.11
H (11.16, 2.25, -5.37)  0.12
H (9.45, 2.73, -2.87)  0.07
H (10.11, 3.99, -3.93)  0.08
H (11.20, 2.95, -2.99)  0.08
H (8.17, 0.57, -2.53)  0.10
H (7.58, -0.48, -3.83)  0.05
H (7.99, 1.18, -4.18)  0.07
O (-8.59, 2.31, 1.02)  0.10
C (-9.10, 3.40, 0.94)  -0.51
O (-8.34, 4.47, 1.20)  0.00
C (-8.81, 5.82, 1.02)  -0.23
C (-9.59, 6.32, 2.21)  -0.06
C (-10.57, 3.56, 0.62)  0.02
H (-9.37, 5.90, 0.09)  0.11
H (-7.90, 6.40, 0.89)  0.12
H (-10.50, 5.74, 2.36)  0.07
H (-9.87, 7.36, 2.05)  0.08
H (-8.99, 6.25, 3.11)  0.08
H (-11.13, 3.42, 1.55)  0.10
H (-10.85, 2.78, -0.07)  0.09
H (-10.83, 4.52, 0.20)  0.07

A cluster of 10 separate species, C33H56F18N5O21S6 in total in a non-equilibrium geometry, computed with the ωB97M-V functional and the def2-TZVPD basis.

Its spin multiplicity is 2. The expectation value of S² is 0.770. Its total charge is -2. The electronic energy is -199497.312 eV. Its molar mass is 1393.191 g mol⁻¹. The value obtained for the HOMO energy (spin up / spin down) is -0.0882 / -0.0882 Eh. The HOMO-LUMO gap (spin up / spin down) is 4.06 / 3.97 eV.

Each line ends with the Löwdin charge.
Geometry (Å):
C (4.84, -4.30, -1.67)  0.02
N (5.08, -2.91, -2.34)  -0.28
C (4.25, -1.77, -1.64)  0.05
C (6.64, -2.60, -2.20)  0.05
C (4.63, -2.81, -3.85)  -0.07
C (4.87, -4.10, -4.66)  -0.24
O (3.75, -4.94, -4.58)  -0.06
H (5.45, -5.12, -2.03)  0.10
H (3.79, -4.57, -1.57)  0.11
H (5.16, -4.12, -0.64)  0.08
H (4.68, -1.91, -0.64)  0.08
H (3.21, -2.02, -1.85)  0.10
H (4.68, -0.85, -2.02)  0.11
H (6.84, -1.69, -2.78)  0.09
H (7.22, -3.41, -2.63)  0.09
H (6.88, -2.40, -1.16)  0.08
H (5.17, -1.99, -4.33)  0.12
H (3.61, -2.44, -3.76)  0.12
H (5.72, -4.63, -4.23)  0.11
H (5.04, -3.87, -5.71)  0.12
H (3.70, -5.36, -5.44)  0.09
C (-3.65, -5.30, -2.05)  0.00
N (-4.73, -5.31, -0.97)  -0.31
C (-4.59, -4.05, -0.10)  0.03
C (-6.06, -5.38, -1.72)  0.00
C (-4.53, -6.58, -0.03)  -0.04
C (-5.53, -6.69, 1.13)  -0.25
O (-6.87, -6.85, 0.72)  -0.06
H (-3.51, -4.28, -2.40)  0.09
H (-3.78, -5.97, -2.90)  0.10
H (-2.72, -5.54, -1.55)  0.10
H (-5.25, -4.03, 0.76)  0.11
H (-4.78, -3.22, -0.78)  0.07
H (-3.58, -4.07, 0.33)  0.09
H (-6.26, -6.40, -2.04)  0.10
H (-6.06, -4.74, -2.60)  0.09
H (-6.76, -4.92, -1.03)  0.10
H (-3.59, -6.31, 0.44)  0.11
H (-4.53, -7.41, -0.73)  0.13
H (-5.39, -5.89, 1.85)  0.11
H (-5.19, -7.54, 1.73)  0.12
H (-7.36, -7.31, 1.41)  0.10
C (-1.19, -2.19, 1.25)  0.02
N (-0.03, -1.23, 1.65)  -0.29
C (0.63, -1.63, 2.95)  0.01
C (1.05, -1.29, 0.50)  0.01
C (-0.52, 0.26, 1.80)  -0.02
C (-1.87, 0.65, 2.64)  -0.21
O (-1.68, 0.64, 4.01)  -0.04
H (-1.57, -1.71, 0.35)  0.09
H (-1.86, -2.13, 2.11)  0.10
H (-0.83, -3.21, 1.08)  0.08
H (1.14, -2.60, 2.91)  0.09
H (-0.20, -1.84, 3.62)  0.11
H (1.32, -0.88, 3.35)  0.10
H (1.41, -2.32, 0.42)  0.09
H (1.85, -0.70, 0.94)  0.08
H (0.64, -0.90, -0.43)  0.09
H (-0.48, 0.61, 0.77)  0.09
H (0.34, 0.73, 2.28)  0.11
H (-2.73, 0.01, 2.41)  0.10
H (-2.22, 1.56, 2.16)  0.11
H (-1.77, 1.52, 4.37)  0.03
C (2.99, 11.61, -4.38)  -0.02
N (2.34, 10.33, -4.04)  -0.15
C (2.58, 9.19, -4.75)  -0.06
C (2.08, 7.94, -4.37)  -0.03
C (1.25, 7.83, -3.25)  -0.19
C (1.05, 9.01, -2.53)  -0.04
C (1.55, 10.20, -2.92)  -0.07
C (0.49, 6.56, -2.86)  -0.13
C (-0.24, 5.85, -3.81)  0.00
C (-1.00, 4.76, -3.45)  -0.03
N (-1.04, 4.28, -2.17)  -0.07
C (-0.30, 4.91, -1.17)  0.06
C (0.49, 6.08, -1.50)  0.07
C (-1.95, 3.12, -1.96)  -0.01
H (3.31, 12.24, -3.56)  0.09
H (2.26, 12.13, -5.00)  0.09
H (3.90, 11.42, -4.94)  0.08
H (3.20, 9.40, -5.60)  0.11
H (2.25, 7.03, -4.91)  0.11
H (0.31, 9.05, -1.75)  0.12
H (1.40, 11.11, -2.36)  0.12
H (-0.19, 6.26, -4.81)  0.12
H (-1.59, 4.22, -4.17)  0.13
H (-0.29, 4.46, -0.19)  0.13
H (1.13, 6.50, -0.75)  0.13
H (-1.81, 2.35, -2.72)  0.09
H (-2.98, 3.46, -2.02)  0.11
H (-1.71, 2.63, -1.02)  0.09
C (-4.35, 4.67, 3.67)  -0.62
F (-3.63, 5.72, 3.07)  0.04
F (-5.41, 5.21, 4.33)  0.09
F (-4.73, 3.83, 2.75)  0.15
S (-3.22, 3.72, 4.94)  0.52
O (-2.83, 4.72, 5.93)  -0.34
O (-4.01, 2.56, 5.45)  -0.34
O (-2.07, 3.27, 4.18)  -0.35
C (1.98, 2.14, -1.13)  -0.62
F (0.69, 1.87, -0.97)  0.10
F (2.72, 1.07, -1.42)  0.11
F (1.97, 3.09, -2.12)  0.07
S (2.75, 2.89, 0.49)  0.48
O (4.22, 3.06, 0.29)  -0.36
O (2.04, 4.14, 0.64)  -0.33
O (2.52, 1.96, 1.58)  -0.32
C (-5.11, -1.00, -2.82)  -0.61
F (-6.31, -1.61, -2.68)  0.08
F (-4.20, -1.92, -3.13)  0.11
F (-5.31, -0.08, -3.82)  0.09
S (-4.75, -0.06, -1.18)  0.52
O (-3.61, 0.81, -1.49)  -0.37
O (-5.95, 0.72, -0.84)  -0.32
O (-4.29, -0.97, -0.09)  -0.36
C (1.47, 0.46, 6.53)  -0.66
F (1.01, -0.79, 6.52)  0.12
F (2.80, 0.47, 6.84)  0.07
F (1.47, 0.95, 5.34)  0.13
S (0.49, 1.68, 7.75)  0.43
O (0.97, 1.37, 9.07)  -0.38
O (0.79, 3.03, 7.32)  -0.34
O (-0.92, 1.36, 7.66)  -0.35
C (-0.74, -5.90, 2.64)  -0.68
F (0.06, -4.86, 2.94)  0.10
F (-0.84, -5.99, 1.31)  0.08
F (-0.20, -7.00, 3.03)  0.17
S (-2.52, -5.67, 3.45)  0.48
O (-3.24, -6.90, 3.12)  -0.36
O (-2.23, -5.40, 4.85)  -0.31
O (-3.07, -4.52, 2.77)  -0.35
C (4.75, -1.19, 2.42)  -0.60
F (4.88, -0.22, 1.44)  0.07
F (4.68, -0.54, 3.55)  0.18
F (3.67, -1.99, 2.10)  0.06
S (6.32, -2.29, 2.46)  0.54
O (6.38, -2.80, 1.05)  -0.42
O (7.44, -1.36, 2.79)  -0.35
O (6.08, -3.37, 3.42)  -0.35

A cluster of 13 separate species, C33H56F3NO10 in total in a non-equilibrium geometry, computed with the ωB97M-V functional and the def2-TZVPD basis.

Its total charge is -2. The electronic energy is -65235.830 eV. Its molar mass is 683.802 g mol⁻¹. The value obtained for the HOMO energy is 0.0442 Eh. The HOMO-LUMO gap is 2.14 eV.

Each line ends with the Löwdin charge.
Geometry (Å):
O (11.74, -38.30, 26.11)  -0.44
C (10.49, -37.77, 26.45)  -0.51
C (9.41, -38.66, 27.32)  -0.49
O (9.81, -39.38, 28.47)  -0.46
H (10.03, -37.36, 25.55)  0.02
H (10.67, -36.85, 26.99)  0.03
H (9.02, -39.44, 26.66)  0.03
H (8.56, -38.03, 27.58)  0.02
N (4.70, -34.06, 31.18)  0.04
C (5.08, -34.80, 30.11)  -0.13
C (4.60, -34.47, 28.84)  -0.07
C (3.77, -33.34, 28.66)  -0.08
C (3.46, -32.59, 29.79)  -0.10
C (3.86, -33.01, 31.05)  -0.16
H (5.85, -35.54, 30.23)  0.11
H (4.85, -35.04, 27.96)  0.10
H (3.44, -33.15, 27.65)  0.10
H (2.81, -31.73, 29.68)  0.09
H (3.58, -32.50, 31.97)  0.09
C (12.89, -37.21, 20.50)  -0.21
O (13.70, -37.22, 21.62)  -0.11
H (12.80, -38.21, 20.07)  0.07
H (11.87, -36.90, 20.73)  0.08
H (13.35, -36.63, 19.70)  0.07
H (13.15, -37.44, 22.38)  0.08
C (4.86, -39.99, 30.67)  -0.19
O (5.99, -40.70, 31.11)  -0.13
H (4.17, -40.75, 30.31)  0.06
H (4.42, -39.38, 31.45)  0.07
H (5.06, -39.39, 29.78)  0.08
H (6.75, -40.48, 30.57)  0.07
C (10.94, -43.24, 23.85)  -0.19
O (11.85, -42.52, 24.65)  -0.11
H (9.92, -42.84, 23.83)  0.07
H (11.30, -43.13, 22.83)  0.06
H (10.98, -44.31, 24.06)  0.07
H (11.76, -41.57, 24.49)  0.08
C (14.32, -33.59, 25.65)  -0.19
O (14.67, -34.55, 26.62)  -0.12
H (13.45, -33.74, 25.02)  0.08
H (14.26, -32.61, 26.12)  0.06
H (15.18, -33.60, 24.97)  0.06
H (14.10, -35.32, 26.55)  0.08
C (17.17, -40.29, 24.00)  -0.17
O (16.40, -39.90, 25.14)  -0.11
H (18.23, -40.10, 24.17)  0.06
H (17.07, -41.36, 23.83)  0.06
H (16.78, -39.82, 23.10)  0.07
H (15.63, -39.41, 24.84)  0.08
C (12.25, -35.53, 31.20)  -0.22
O (12.27, -36.91, 31.26)  -0.09
H (11.82, -35.11, 30.29)  0.07
H (11.59, -35.11, 31.95)  0.06
H (13.23, -35.06, 31.27)  0.07
H (11.35, -37.18, 31.16)  0.08
C (10.11, -42.11, 34.20)  -0.20
O (10.81, -41.61, 33.10)  -0.09
H (10.66, -42.84, 34.80)  0.07
H (9.81, -41.35, 34.92)  0.06
H (9.12, -42.45, 33.88)  0.07
H (10.13, -41.24, 32.54)  0.08
C (10.24, -45.95, 29.25)  -0.18
O (10.69, -44.60, 29.26)  -0.11
H (9.51, -46.21, 30.02)  0.06
H (9.80, -46.17, 28.28)  0.07
H (11.08, -46.63, 29.40)  0.07
H (10.00, -43.93, 29.35)  0.08
F (5.78, -44.25, 24.00)  0.06
C (5.60, -44.97, 25.12)  -0.27
C (5.70, -44.40, 26.38)  -0.02
C (5.45, -45.19, 27.46)  -0.08
C (5.23, -46.57, 27.30)  -0.10
C (5.14, -47.13, 26.03)  -0.11
C (5.29, -46.34, 24.89)  -0.01
H (6.05, -43.39, 26.54)  0.13
H (5.50, -44.80, 28.47)  0.11
H (5.08, -47.21, 28.16)  0.09
H (4.95, -48.19, 25.95)  0.09
H (5.22, -46.77, 23.91)  0.10
F (7.53, -30.11, 26.81)  0.06
C (7.48, -30.37, 25.49)  -0.27
C (6.55, -29.72, 24.67)  -0.04
C (6.29, -30.19, 23.40)  -0.11
C (7.10, -31.20, 22.93)  -0.10
C (8.00, -31.96, 23.75)  -0.06
C (8.19, -31.49, 25.03)  -0.02
H (6.00, -28.90, 25.11)  0.11
H (5.55, -29.79, 22.72)  0.10
H (6.98, -31.59, 21.93)  0.09
H (8.50, -32.83, 23.35)  0.11
H (8.83, -31.98, 25.74)  0.12
F (8.62, -39.64, 20.49)  0.07
C (7.71, -38.70, 20.76)  -0.27
C (7.57, -37.64, 19.86)  -0.03
C (6.62, -36.60, 20.11)  -0.08
C (5.86, -36.64, 21.30)  -0.11
C (5.92, -37.73, 22.18)  -0.08
C (6.86, -38.74, 21.92)  0.01
H (8.32, -37.58, 19.09)  0.10
H (6.59, -35.68, 19.55)  0.09
H (5.18, -35.83, 21.50)  0.09
H (5.32, -37.88, 23.06)  0.10
H (6.94, -39.55, 22.63)  0.11

A cluster of 9 separate species, C33H56N2O21 in total in a non-equilibrium geometry, computed with the ωB97M-V functional and the def2-TZVPD basis.

As for the structure (SMILES): C[C@H]1COC(=O)O1.C[C@H]1COC(=O)O1.C[C@H]1COC(=O)O1.C[C@H]1COC(=O)O1.COC(=O)OC.COC(=O)OC.COC(=O)OC.CCCC#N.CCCC#N. The energy above the lowest of the compared OMol25 structures with the same formula, charge and spin comes out at 69.76 kJ/mol. The electronic energy is -81101.636 eV. Its molar mass is 816.804 g mol⁻¹. The value obtained for the HOMO energy is -0.3662 Eh. The HOMO-LUMO gap is 10.18 eV.

Each line ends with the Löwdin charge.
Geometry (Å):
C (0.66, 2.24, 4.91)  -0.02
C (-0.54, 2.88, 4.20)  -0.25
C (-0.13, 4.06, 3.23)  -0.05
O (-0.30, 3.42, 1.96)  0.00
C (-1.09, 2.33, 2.03)  -0.52
O (-1.50, 1.70, 1.07)  0.11
O (-1.29, 1.98, 3.33)  0.06
H (0.23, 1.33, 5.41)  0.08
H (1.10, 2.85, 5.69)  0.09
H (1.40, 1.83, 4.15)  0.08
H (-1.20, 3.23, 5.00)  0.15
H (0.87, 4.51, 3.44)  0.14
H (-0.84, 4.89, 3.22)  0.13
C (-3.99, -3.80, -2.95)  -0.01
C (-2.52, -3.78, -3.24)  -0.31
C (-1.73, -2.98, -2.22)  -0.10
O (-0.78, -3.90, -1.77)  0.07
C (-1.04, -5.10, -2.17)  -0.61
O (-0.52, -6.13, -1.80)  0.14
O (-2.06, -5.07, -3.02)  0.10
H (-4.27, -4.20, -1.99)  0.07
H (-4.57, -4.45, -3.63)  0.10
H (-4.36, -2.80, -3.06)  0.09
H (-2.20, -3.61, -4.28)  0.15
H (-2.37, -2.56, -1.41)  0.13
H (-1.23, -2.11, -2.60)  0.13
C (-4.76, -3.58, 6.24)  0.00
C (-3.30, -3.18, 5.87)  -0.35
C (-3.15, -2.80, 4.44)  -0.10
O (-2.33, -1.64, 4.48)  0.06
C (-2.25, -1.20, 5.76)  -0.46
O (-1.64, -0.21, 6.18)  0.12
O (-2.95, -2.04, 6.60)  0.08
H (-5.07, -4.47, 5.74)  0.07
H (-5.40, -2.70, 5.89)  0.12
H (-4.89, -3.79, 7.30)  0.08
H (-2.59, -3.93, 6.18)  0.15
H (-4.06, -2.60, 3.94)  0.12
H (-2.60, -3.58, 3.90)  0.14
C (1.13, 3.08, -1.16)  -0.02
C (0.95, 4.62, -1.09)  -0.28
C (-0.37, 5.08, -0.65)  -0.08
O (-0.03, 6.05, 0.31)  0.12
C (1.20, 5.98, 0.64)  -0.66
O (1.72, 6.58, 1.57)  0.12
O (1.82, 5.10, -0.08)  0.11
H (0.56, 2.49, -1.88)  0.10
H (0.88, 2.66, -0.20)  0.05
H (2.14, 2.77, -1.37)  0.04
H (1.25, 5.01, -2.09)  0.16
H (-0.91, 4.29, -0.11)  0.13
H (-0.87, 5.54, -1.49)  0.14
C (1.81, -2.37, -3.47)  -0.05
O (0.69, -2.12, -4.28)  -0.02
C (0.51, -2.97, -5.27)  -0.46
O (1.44, -4.00, -5.54)  -0.06
O (-0.64, -2.87, -5.89)  -0.01
C (-0.91, -3.85, -6.92)  -0.02
H (1.97, -1.51, -2.75)  0.08
H (2.70, -2.33, -4.12)  0.10
H (1.57, -3.36, -2.99)  0.12
H (-0.27, -3.76, -7.79)  0.10
H (-1.97, -3.78, -7.30)  0.11
H (-0.83, -4.81, -6.48)  0.08
C (3.09, 2.96, 1.95)  -0.07
O (3.69, 2.66, 0.72)  -0.05
C (4.64, 3.58, 0.28)  -0.34
O (4.95, 4.82, 0.91)  -0.07
O (5.30, 3.24, -0.82)  -0.03
C (6.19, 4.11, -1.51)  -0.05
H (2.02, 2.64, 1.80)  0.08
H (3.11, 4.04, 2.16)  0.10
H (3.52, 2.28, 2.68)  0.10
H (6.67, 3.61, -2.31)  0.07
H (7.03, 4.56, -0.91)  0.12
H (5.63, 4.95, -1.91)  0.10
C (-3.87, -0.38, 1.56)  -0.04
O (-2.94, -1.43, 1.59)  -0.02
C (-3.26, -2.61, 1.11)  -0.40
O (-4.52, -2.82, 0.42)  -0.08
O (-2.31, -3.52, 1.33)  -0.05
C (-2.51, -4.84, 1.01)  -0.06
H (-3.37, 0.54, 1.79)  0.07
H (-4.60, -0.47, 2.37)  0.10
H (-4.45, -0.36, 0.60)  0.12
H (-1.66, -5.45, 1.40)  0.12
H (-2.69, -4.98, -0.06)  0.09
H (-3.41, -5.26, 1.61)  0.13
C (0.28, -0.76, 2.80)  -0.08
C (0.47, -1.76, 1.63)  -0.23
C (0.12, -1.19, 0.29)  -0.15
C (1.30, -0.44, -0.35)  -0.14
N (2.18, 0.12, -0.85)  0.18
H (-0.76, -0.34, 2.86)  0.07
H (0.92, 0.09, 2.68)  0.06
H (0.47, -1.26, 3.73)  0.07
H (-0.08, -2.73, 1.80)  0.11
H (1.52, -2.07, 1.69)  0.12
H (-0.73, -0.52, 0.37)  0.09
H (-0.08, -1.97, -0.42)  0.08
C (2.95, 3.64, -4.61)  -0.07
C (3.89, 2.81, -3.63)  -0.26
C (3.66, 1.31, -3.61)  -0.21
C (3.66, 0.66, -4.93)  -0.23
N (3.72, 0.18, -5.98)  0.15
H (3.13, 3.39, -5.69)  0.09
H (3.13, 4.69, -4.44)  0.05
H (1.92, 3.51, -4.26)  0.06
H (3.82, 3.25, -2.62)  0.08
H (4.99, 2.91, -3.80)  0.11
H (2.63, 1.21, -3.16)  0.09
H (4.32, 0.83, -2.88)  0.12